# C16H20O

2 unconnected molecules or ions with the total composition C16H20O (wB97M-V/def2-TZVPD, the OMol25 dataset).

LUMO level: 0.783 eV
F_max: 1.9 eV/Å
Total charge: 0
Frontier orbital gap: 9.3 eV
HOMO energy: -8.498 eV
Energy above the lowest of the compared OMol25 structures with the same formula, charge and spin: 10.8 kJ/mol
M: 228.3 g mol⁻¹

XYZ file:
```
37
C16H20O | the OMol25 dataset | wB97M-V/def2-TZVPD
H 0.30810 -2.54525 -2.48573
H -0.03261 -0.65593 6.36994
H -1.47357 -0.76892 -1.31685
H -2.36353 -3.17257 3.82259
C -0.57671 -0.88523 5.45186
C 0.06211 1.29635 -4.45457
H 0.34390 0.84389 4.61388
C -0.81038 0.91496 2.10278
C -0.38263 -0.85960 -1.36489
C 0.59382 1.03760 1.52678
H -0.75978 -3.00638 -1.14912
H 0.62044 1.42536 0.50534
H 2.14454 0.13828 -1.44223
H 0.98895 0.02389 1.33519
C -0.91950 -0.13343 3.17153
C 0.27391 -0.08658 -2.47419
H -1.47374 0.01216 -3.69100
C 0.06427 -2.35224 -1.44803
H -1.54206 0.67047 1.33164
C 1.55812 0.40502 -2.32493
C -1.82247 -2.25656 3.94190
H 3.20422 1.44340 -3.22756
H -2.07342 -1.50140 1.98390
C 2.13490 1.26544 -3.26053
H -1.53804 -2.70669 6.02608
C -1.28948 -2.05097 5.21635
H -1.12801 1.88629 2.50482
C 1.34228 1.80211 -4.25387
H 0.98354 -2.48841 -0.88113
C -0.34921 0.02858 4.43457
C -0.46334 0.39477 -3.55667
H -0.56185 1.73924 -5.21658
C -1.63293 -1.31102 2.96036
O 1.74606 2.81777 -5.07303
H -0.05116 -0.48438 -0.39542
H 1.33285 1.51633 2.14732
H 2.28648 3.51052 -4.65010
```

Atom charges from the Mulliken analysis, given in e for atoms 1 to 4:
1. H 0.389
2. H 0.317
3. H 0.501
4. H 0.375